# 1
The following is a DFT calculation (wB97M-V/def2-TZVPD) of 5 unconnected molecules or ions with the total composition C19H31BF3N4O3 at a distorted geometry.

```
61
Properties=species:S:1:pos:R:3:forces:R:3
O -2.317984 0.933898 -3.135619 -0.070 -0.230 0.273
C -2.380608 1.703587 -2.128041 -0.260 0.060 -0.666
O -2.701381 2.914463 -2.137285 -0.074 0.047 -0.086
B -1.974139 0.988951 -0.776836 0.284 -0.116 -0.086
C -0.505504 0.423298 -0.749520 -1.342 0.373 0.431
O -0.088657 -0.011069 0.599513 0.761 -0.265 -0.493
C 1.225367 -0.237577 0.681805 -1.032 0.282 -0.222
F 1.890822 0.896183 0.989478 0.417 0.191 0.263
F 1.470949 -1.134853 1.639926 0.169 -0.156 0.600
F 1.789706 -0.705905 -0.428141 0.157 -0.147 -0.462
H -2.712951 0.833886 0.144391 -0.145 -0.480 -0.157
H -0.548966 -0.442842 -1.411144 0.309 0.190 0.127
H 0.171985 1.167178 -1.155451 0.395 -0.028 0.043
C -0.465465 2.736621 5.206133 0.011 0.049 0.173
C 0.072126 1.313231 5.224084 -0.167 0.232 0.092
C 0.025624 0.729323 3.810784 0.301 -0.233 0.178
C -1.346255 0.635033 3.325776 -0.075 0.096 0.038
N -2.454360 0.615323 3.029241 -0.115 -0.053 0.018
H -1.510909 2.748325 4.891581 0.019 0.007 -0.019
H -0.409169 3.203967 6.191116 0.036 0.004 -0.022
H 0.114899 3.329045 4.499387 -0.064 0.110 0.086
H -0.503721 0.698296 5.920009 -0.010 -0.086 -0.095
H 1.104847 1.307732 5.579076 0.029 -0.026 -0.104
H 0.484546 -0.257668 3.782843 -0.064 -0.075 -0.079
H 0.603074 1.365221 3.139279 -0.062 0.031 -0.107
C -1.376328 3.295304 0.386166 0.577 0.313 0.341
C -1.820093 4.600927 1.044603 -0.127 -0.399 -0.184
C -0.674031 5.607454 1.222982 -0.427 0.043 0.003
C 0.351252 5.107582 2.134386 0.118 0.015 -0.322
N 1.173069 4.676792 2.809140 0.104 0.018 0.180
H -0.643134 2.769572 1.002544 0.062 0.045 0.161
H -2.224809 2.629030 0.244355 -0.059 0.422 0.146
H -0.933399 3.474274 -0.594178 -0.135 0.072 0.058
H -2.273775 4.384248 2.014662 0.031 0.074 0.046
H -2.591900 5.066367 0.428446 0.059 0.022 -0.024
H -1.063568 6.548749 1.616742 0.080 0.002 0.061
H -0.220924 5.831719 0.255900 0.116 -0.084 0.028
C -3.644718 -2.490729 -4.144013 0.046 -0.024 0.020
C -2.683145 -2.051971 -5.240576 -0.287 0.066 0.013
C -1.271198 -2.618882 -5.058669 -0.275 0.160 -0.329
C -0.648562 -2.115049 -3.841793 0.083 -0.141 -0.090
N -0.159180 -1.719037 -2.885482 0.265 -0.374 -0.097
H -3.322425 -2.124435 -3.168876 0.015 0.061 -0.028
H -4.641357 -2.092898 -4.333982 0.004 0.016 0.034
H -3.717701 -3.581020 -4.097819 -0.002 -0.013 0.000
H -2.642212 -0.961650 -5.267613 0.088 0.002 0.094
H -3.065947 -2.385098 -6.209040 0.098 -0.036 -0.036
H -0.652314 -2.336887 -5.912453 0.096 0.030 0.077
H -1.296437 -3.710387 -5.032222 0.028 -0.001 0.132
C 3.947178 -2.908099 -0.467148 0.055 -0.145 0.041
C 4.620131 -4.032036 0.313189 -0.107 0.276 -0.076
C 4.774403 -5.324840 -0.495622 0.194 0.100 0.274
C 3.491444 -5.924814 -0.858172 0.101 0.029 -0.073
N 2.485307 -6.397643 -1.140716 -0.078 -0.063 -0.002
H 2.927149 -3.169533 -0.748638 0.000 0.013 -0.019
H 3.900387 -2.004995 0.136834 -0.024 0.020 -0.020
H 4.504841 -2.677289 -1.377432 -0.016 0.004 -0.013
H 4.052924 -4.231145 1.224356 0.020 -0.082 -0.003
H 5.614773 -3.703818 0.622870 0.035 -0.112 0.012
H 5.340969 -6.053545 0.087483 -0.056 -0.086 -0.052
H 5.349455 -5.129863 -1.402596 -0.093 -0.018 -0.075
```
Forces are in eV/Å.

Properties
* HOMO-LUMO gap: 6.6 eV
* net charge: -1
* E_LUMO: 2.40 eV

Here are the natural (NBO) charges for atoms 1 to 6, given in e: number 1, O, carries -0.79; number 2, C, carries 0.49; number 3, O, carries -0.78; number 4, B, carries 0.45; number 5, C, carries -0.46; number 6, O, carries -0.53



# 2
The following is a DFT calculation (wB97M-V/def2-TZVPD) of a molecular structure, C19H31BIMoN4O4PS2.

```
64
Properties=species:S:1:pos:R:3:forces:R:3
Mo 0.008898 -0.027184 0.637650 -0.020 -0.459 0.442
N -1.148942 -1.586163 1.764247 -0.008 0.000 -0.113
C -1.522949 -1.208316 3.135394 -0.033 0.008 0.223
C -0.473748 -0.250177 3.678284 -0.053 -0.141 0.083
N -0.213288 0.850185 2.720770 0.323 -0.080 -0.075
C -1.183140 1.958086 2.771156 -0.110 0.207 0.065
C -2.310393 1.764325 1.774421 -0.218 0.095 0.099
N -1.751675 1.501105 0.438670 0.303 0.220 -0.230
H -0.457911 -2.334582 1.773376 -0.027 -0.016 -0.034
H -1.945778 -1.931610 1.230447 0.066 0.076 0.056
H -2.509710 -0.743053 3.108742 0.090 -0.046 0.031
H -1.600764 -2.083750 3.788276 0.014 0.121 -0.041
H -0.781281 0.153081 4.649974 0.022 -0.072 -0.066
H 0.474812 -0.777800 3.805097 -0.095 0.004 -0.002
H 0.704710 1.212390 2.962353 -0.005 0.032 0.037
H -1.586167 2.082611 3.782381 0.013 -0.005 -0.078
H -0.645268 2.879990 2.526614 -0.073 -0.052 0.008
H -2.932560 0.906906 2.034985 0.039 0.087 0.000
H -2.959446 2.647557 1.785491 0.066 -0.086 -0.008
H -2.517867 1.261102 -0.187935 0.115 0.070 0.059
H -1.347177 2.357348 0.055671 -0.093 -0.092 0.038
C 2.488317 -4.733447 1.225549 -0.061 -0.078 0.084
C 3.902656 -4.299185 0.913887 0.199 -0.189 -0.023
O 4.030697 -2.934639 0.498216 0.112 0.203 0.130
P 2.860083 -2.135912 -0.287022 -0.016 0.205 -0.172
S -0.539459 -1.464905 -1.246070 0.076 -0.186 -0.098
S 2.012268 -1.022571 1.338827 -0.479 0.015 0.043
O 3.756613 -0.924266 -0.900466 0.044 0.061 -0.025
C 4.639047 -1.270844 -1.983952 0.061 0.057 -0.057
C 5.226362 0.007852 -2.536169 -0.076 -0.069 0.050
H 2.510518 -5.757491 1.596677 -0.022 -0.042 0.018
H 1.848402 -4.708309 0.345098 -0.026 -0.002 -0.043
H 2.051219 -4.099841 1.998338 -0.003 0.017 0.026
H 4.340579 -4.931542 0.135903 -0.052 0.018 0.040
H 4.527216 -4.386340 1.805776 -0.039 -0.003 -0.098
H 4.075105 -1.812206 -2.750703 0.001 -0.012 -0.025
H 5.420242 -1.932529 -1.601690 -0.019 0.045 -0.017
H 4.449203 0.640252 -2.966593 0.100 -0.081 0.072
H 5.951592 -0.218126 -3.314863 0.045 -0.024 -0.076
H 5.730444 0.561418 -1.747745 0.052 0.029 0.076
I 2.406595 1.823369 -4.566462 -0.109 0.066 -0.096
C 1.989467 2.255494 -2.582482 0.049 0.228 0.080
C 2.214355 3.520791 -2.053176 -0.063 -0.151 0.052
C 1.907530 3.741298 -0.717012 -0.005 -0.186 -0.037
C 1.358337 2.706747 0.017636 0.126 0.155 -0.008
N 1.109559 1.498494 -0.504330 -0.099 0.166 0.089
C 1.455631 1.269414 -1.771677 0.033 -0.264 -0.328
H 2.623966 4.310759 -2.665391 0.034 0.032 -0.019
H 2.094433 4.695245 -0.247496 0.002 0.041 -0.004
H 1.129195 2.839095 1.069515 -0.036 0.004 -0.071
H 1.280527 0.263663 -2.136572 -0.027 0.148 -0.021
O -3.183429 -0.842410 -0.574952 -0.076 -0.201 0.011
B -2.146399 -0.737103 -1.524430 0.253 0.010 0.071
O -2.539570 0.084351 -2.572605 0.074 -0.043 -0.074
C -3.820071 0.482536 -2.280151 -0.208 0.090 0.074
C -4.646991 1.315842 -3.001389 0.044 -0.100 0.100
C -5.900718 1.568650 -2.451431 -0.018 0.004 0.009
C -6.293312 1.009453 -1.239825 -0.004 0.029 -0.020
C -5.450389 0.168449 -0.518101 0.064 0.013 -0.092
C -4.213543 -0.076018 -1.071026 -0.142 0.111 -0.161
H -4.337406 1.738789 -3.944460 0.026 0.026 -0.059
H -6.587046 2.211873 -2.982800 -0.028 0.020 -0.014
H -7.277071 1.226180 -0.852490 -0.071 0.014 0.024
H -5.755111 -0.284382 0.412049 -0.031 -0.045 0.099
```
Forces are in eV/Å.

Properties
* HOMO-LUMO gap (alpha / beta): 6.4 / 6.4 eV
* expectation value of S²: 0.76
* 2S+1: 2
* net charge: +1
* E_LUMO (alpha / beta): -3.50 / -3.20 eV

Here are the natural (NBO) charges for atoms 1 to 6, given in e: number 1, Mo, carries 0.64; number 2, N, carries -0.79; number 3, C, carries -0.23; number 4, C, carries -0.23; number 5, N, carries -0.60; number 6, C, carries -0.24



# 3
The following is a DFT calculation (wB97M-V/def2-TZVPD) of a molecular structure, C19H31BrN3O8PS at a distorted geometry.

```
64
Properties=species:S:1:pos:R:3:forces:R:3
C -0.611868 2.063590 -0.718445 0.170 0.062 -0.383
C -0.936272 1.122268 -1.888979 -0.387 0.135 0.799
C -1.784611 -0.090045 -1.438708 -0.069 -0.017 -0.769
C -1.209432 -1.440850 -1.871915 0.139 0.133 0.497
N -0.530797 -2.103796 -0.742586 -0.097 -0.163 -0.219
C 0.028363 -3.347699 -1.138758 -0.101 -0.198 0.266
C -0.737378 -4.573711 -1.104996 -0.459 0.178 -0.128
C -2.163896 -4.586458 -0.596851 0.207 0.488 0.601
C -2.124014 -5.104765 0.826641 -0.189 -1.008 -0.183
O -2.189043 -6.242113 1.149887 0.019 0.466 0.060
Br -1.880592 -3.728142 2.197047 0.057 0.174 0.037
C -0.223072 -5.759896 -1.517872 0.371 -0.025 0.132
O -0.974888 -6.895390 -1.530370 -0.255 -0.050 -0.073
C 1.123466 -5.778927 -1.967792 0.039 -0.067 -0.073
N 1.800120 -6.850458 -2.378836 0.043 -0.217 -0.090
S 3.268632 -6.335559 -2.753879 0.030 -0.043 0.067
N 3.143292 -4.779965 -2.412254 0.226 0.114 -0.109
C 1.896516 -4.582119 -1.988089 -0.118 -0.124 -0.053
C 1.320659 -3.355670 -1.564230 0.151 0.234 0.001
O 2.077376 -2.232413 -1.601550 0.118 -0.029 -0.053
C 2.385774 -1.667361 -0.332270 0.102 0.230 0.398
C 3.893376 -1.414272 -0.220837 -0.076 -0.668 -0.072
O 4.499980 -1.127973 -1.453250 0.186 0.367 0.303
C 4.813661 0.231092 -1.698093 -0.246 0.252 -0.498
C 4.075374 0.710804 -2.941332 0.003 -0.502 0.258
H 0.300298 2.629550 -0.905668 0.062 0.021 0.009
H -1.403637 2.799403 -0.590004 -0.107 -0.063 0.245
H -0.483010 1.504241 0.205609 0.042 0.047 0.112
H -1.534463 1.690416 -2.599253 0.261 -0.017 -0.334
H -0.022941 0.788451 -2.376567 0.050 -0.043 -0.051
H -2.766699 0.000659 -1.904214 -0.141 0.019 0.162
H -1.935887 -0.072908 -0.359904 0.004 -0.060 0.080
H -0.454755 -1.276581 -2.638906 -0.019 -0.144 -0.155
H -1.985241 -2.095841 -2.285722 -0.057 0.018 -0.113
H -1.182631 -2.248947 0.017618 -0.020 0.150 0.081
H -2.577981 -3.584133 -0.559884 -0.128 0.024 -0.260
H -2.794743 -5.255928 -1.171507 0.011 -0.083 -0.061
H -0.679116 -7.507645 -0.847876 0.076 -0.077 -0.039
H 1.791212 -0.770966 -0.154975 -0.012 0.116 -0.294
H 2.119632 -2.370629 0.459912 -0.120 0.002 0.041
H 4.352002 -2.331248 0.155822 0.111 -0.051 -0.100
H 4.074767 -0.645140 0.534158 0.010 0.146 -0.038
H 4.534074 0.874834 -0.860615 0.059 -0.131 0.211
H 5.890727 0.311554 -1.857781 0.085 0.031 0.124
H 4.197849 1.782558 -3.079221 0.027 0.051 -0.140
H 3.021040 0.459302 -2.829538 -0.113 0.182 -0.013
H 4.436048 0.155058 -3.804357 0.047 0.156 -0.162
C -2.489885 7.937477 3.394908 0.000 0.013 0.253
O -1.616485 6.818935 3.611982 -2.139 0.151 -2.206
P -2.157207 5.254775 3.406175 4.038 -2.873 3.784
O -2.378191 4.880884 4.833917 -0.671 0.454 -0.586
O -0.777410 4.806757 2.714048 -0.186 -0.206 -0.017
C 0.433485 4.940069 3.458348 0.129 0.192 -0.051
O -2.908252 4.043749 2.616704 -1.139 2.326 -1.276
C -4.269128 3.754037 2.976704 -0.110 -0.164 -0.005
H -1.923442 8.837850 3.616872 0.046 -0.032 0.027
H -2.827082 7.984700 2.358430 0.028 0.014 -0.004
H -3.351838 7.887532 4.064122 0.007 0.012 -0.004
H 0.242325 4.882627 4.529854 -0.026 -0.004 0.002
H 0.920523 5.886071 3.222533 -0.026 0.025 0.020
H 1.080922 4.118242 3.160372 -0.027 -0.012 -0.015
H -4.848857 4.654644 3.168760 -0.011 0.000 0.034
H -4.271844 3.127280 3.865654 0.030 0.069 0.050
H -4.714904 3.218140 2.141810 0.062 0.020 -0.030
```
Forces are in eV/Å.

Properties
* HOMO-LUMO gap: 7.8 eV
* E_LUMO: -0.65 eV

Here are the natural (NBO) charges for atoms 1 to 6, given in e: number 1, C, carries -0.60; number 2, C, carries -0.40; number 3, C, carries -0.41; number 4, C, carries -0.21; number 5, N, carries -0.64; number 6, C, carries 0.10



Q: What is the formula in the third record?
A: C19H31BrN3O8PS